1 | Molecular formula: ClH4NSi
Method: DFT, ωB97M-V/def2-TZVPD

Structure (XYZ):
```
7
ClH4NSi | the OMol25 dataset | ωB97M-V/def2-TZVPD
N 1.307 -0.192 -0.875
Si -0.982 0.438 0.300
Cl 1.715 -1.754 -0.609
H 1.633 0.294 -0.054
H -1.164 -1.161 0.476
H -1.916 1.222 -0.719
H -0.593 1.153 1.482
```

As for the HOMO energy (alpha / beta): -0.304 / -0.304 hartree. Its LUMO energy (alpha / beta) is -0.8 / -0.8 eV. The HOMO-LUMO gap (alpha / beta) is 7.429 / 7.430 eV. Its net charge is 0.

2 | Molecular formula: ClH4NSi
Method: DFT, ωB97M-V/def2-TZVPD

Structure (XYZ):
```
7
ClH4NSi | the OMol25 dataset | ωB97M-V/def2-TZVPD
N -0.638 0.809 -0.136
Si 0.331 -0.579 -0.125
Cl 2.223 -0.221 0.187
H -0.499 1.440 0.602
H -1.409 0.856 -0.825
H -0.158 -0.958 -1.478
H 0.151 -1.347 1.774
```

As for the HOMO energy: -0.341 hartree. Its LUMO energy is 0.5 eV. The HOMO-LUMO gap is 9.746 eV. Its net charge is 0.

The structure with the least stability is 1.

1 | Molecular formula: C32H40F24O16
Method: DFT, ωB97M-V/def2-TZVPD

Structure (XYZ):
```
112
C32H40F24O16 | the OMol25 dataset | ωB97M-V/def2-TZVPD
C 5.093 1.727 -7.435
C 5.175 0.929 -6.111
O 3.720 0.661 -5.766
C 3.138 1.537 -4.890
O 3.476 2.578 -4.524
C 1.805 0.931 -4.545
F 1.892 -0.368 -4.160
F 1.222 1.604 -3.532
F 0.971 1.029 -5.568
H 4.263 1.373 -8.072
H 6.084 1.685 -7.949
H 4.875 2.744 -7.115
H 5.673 1.449 -5.303
H 5.749 -0.015 -6.269
C 0.695 6.383 3.328
C 0.535 5.634 4.691
O 1.614 4.691 4.729
C 1.456 3.681 5.567
O 0.540 3.413 6.297
C 2.675 2.665 5.594
F 3.650 3.019 4.794
F 3.112 2.645 6.877
F 2.258 1.476 5.206
H 0.318 5.820 2.460
H 1.691 6.753 3.196
H 0.003 7.272 3.363
H -0.409 5.066 4.600
H 0.549 6.323 5.559
C -2.996 -1.732 -4.238
C -3.779 -3.051 -3.921
O -4.911 -3.087 -4.843
C -5.376 -4.282 -5.025
O -5.020 -5.307 -4.526
C -6.360 -4.349 -6.166
F -5.767 -4.545 -7.354
F -7.238 -5.324 -5.895
F -7.088 -3.186 -6.321
H -2.155 -1.660 -3.549
H -3.618 -0.848 -4.067
H -2.758 -1.761 -5.318
H -4.188 -3.191 -2.941
H -3.152 -3.913 -4.183
C 5.471 -2.820 1.635
C 4.343 -3.470 0.885
O 3.217 -3.678 1.771
C 2.233 -2.769 1.830
O 2.183 -1.733 1.244
C 1.065 -3.396 2.633
F 0.337 -4.102 1.774
F 1.390 -4.081 3.715
F 0.318 -2.340 3.018
H 5.790 -3.500 2.428
H 5.219 -1.819 1.939
H 6.333 -2.701 0.997
H 4.508 -4.515 0.608
H 4.039 -2.951 -0.047
C 2.682 2.645 -0.034
C 3.317 2.886 -1.415
O 3.904 1.709 -1.977
C 4.729 0.875 -1.338
O 5.186 1.048 -0.220
C 4.907 -0.379 -2.221
F 3.785 -1.125 -2.371
F 5.436 -0.049 -3.354
F 5.742 -1.117 -1.516
H 3.449 2.573 0.763
H 2.151 1.689 -0.042
H 1.885 3.345 0.166
H 4.129 3.594 -1.286
H 2.504 3.162 -2.109
C -0.272 -0.588 6.512
C -1.800 -0.817 6.694
O -2.554 -1.051 5.428
C -2.267 -2.268 4.872
O -1.567 -3.141 5.297
C -3.149 -2.454 3.608
F -4.305 -2.991 3.856
F -3.301 -1.317 2.993
F -2.481 -3.305 2.836
H 0.140 -1.442 5.984
H 0.163 -0.576 7.535
H -0.104 0.402 6.051
H -2.211 0.013 7.257
H -1.938 -1.721 7.350
C -0.036 -1.362 -1.108
C -0.784 -0.137 -0.701
O -0.183 0.232 0.591
C -0.864 1.242 1.109
O -1.826 1.813 0.666
C -0.143 1.624 2.457
F -0.878 1.145 3.414
F 1.143 1.163 2.562
F -0.105 3.029 2.533
H 1.040 -1.091 -1.143
H -0.410 -1.735 -2.070
H -0.094 -2.107 -0.303
H -1.820 -0.324 -0.600
H -0.549 0.649 -1.447
C -5.672 2.258 -1.341
C -5.293 1.567 -0.077
O -5.884 0.250 0.038
C -5.195 -0.770 -0.450
O -4.328 -0.717 -1.280
C -5.663 -2.134 0.114
F -5.674 -2.206 1.385
F -6.910 -2.352 -0.346
F -4.819 -3.039 -0.296
H -5.034 3.161 -1.509
H -6.751 2.475 -1.445
H -5.441 1.547 -2.105
H -5.638 2.126 0.831
H -4.212 1.502 0.097
```

As for the HOMO energy: -0.408 hartree. Its LUMO energy is 0.5 eV. The SMILES is CCOC(=O)C(F)(F)F.CCOC(=O)C(F)(F)F.CCOC(=O)C(F)(F)F.CCOC(=O)C(F)(F)F.CCOC(=O)C(F)(F)F.CCOC(=O)C(F)(F)F.CCOC(=O)C(F)(F)F.CCOC(=O)C(F)(F)F. The HOMO-LUMO gap is 11.592 eV. Its net charge is 0.

2 | Molecular formula: C32H40F24O16
Method: DFT, ωB97M-V/def2-TZVPD

Structure (XYZ):
```
112
C32H40F24O16 | the OMol25 dataset | ωB97M-V/def2-TZVPD
C 0.994 4.290 3.787
C 0.839 2.784 3.543
O 0.159 2.138 4.554
C 0.853 1.853 5.678
O 2.053 2.082 5.809
C 0.085 1.013 6.724
F 0.254 1.574 7.918
F -1.217 0.915 6.369
F 0.601 -0.205 6.689
H 0.221 4.634 4.475
H 0.915 4.869 2.867
H 1.999 4.381 4.199
H 1.862 2.439 3.396
H 0.366 2.471 2.613
C -3.153 1.659 1.814
C -2.953 2.404 3.108
O -4.096 2.352 3.985
C -4.854 3.441 4.121
O -4.619 4.467 3.554
C -5.999 3.292 5.159
F -7.174 3.697 4.658
F -6.067 2.047 5.534
F -5.742 4.021 6.198
H -3.424 0.608 1.907
H -2.285 1.668 1.155
H -4.035 2.052 1.309
H -2.607 3.428 2.966
H -2.077 1.933 3.554
C 1.585 4.790 -4.278
C 0.088 4.906 -4.083
O -0.385 3.714 -3.455
C -1.142 2.910 -4.227
O -1.204 2.988 -5.469
C -1.711 1.768 -3.379
F -0.816 0.781 -3.396
F -1.833 2.115 -2.115
F -2.928 1.313 -3.844
H 2.144 4.802 -3.342
H 2.018 5.676 -4.744
H 1.880 4.014 -4.984
H -0.382 5.076 -5.052
H -0.171 5.759 -3.455
C -6.706 -4.114 -9.051
C -6.569 -3.812 -7.518
O -5.201 -3.940 -7.136
C -4.751 -3.517 -5.949
O -5.550 -3.122 -5.057
C -3.237 -3.708 -5.637
F -3.024 -4.901 -4.996
F -2.509 -3.765 -6.766
F -2.816 -2.798 -4.811
H -7.753 -4.115 -9.352
H -6.211 -5.036 -9.355
H -6.176 -3.384 -9.663
H -7.078 -4.435 -6.782
H -6.829 -2.767 -7.350
C 6.173 2.701 3.551
C 4.767 2.404 2.831
O 4.440 3.393 1.870
C 5.086 3.461 0.701
O 6.013 2.688 0.326
C 4.479 4.521 -0.264
F 5.514 5.323 -0.628
F 4.044 3.949 -1.365
F 3.523 5.231 0.279
H 6.263 1.975 4.359
H 6.146 3.756 3.827
H 6.934 2.536 2.788
H 3.946 2.371 3.548
H 4.799 1.389 2.435
C 6.166 -0.798 0.555
C 6.781 -0.861 1.913
O 5.775 -0.730 2.889
C 6.114 -0.796 4.168
O 7.254 -0.922 4.594
C 4.880 -0.677 5.111
F 4.686 -1.917 5.581
F 5.204 0.035 6.194
F 3.806 -0.267 4.423
H 6.822 -1.030 -0.283
H 5.766 0.206 0.410
H 5.369 -1.531 0.430
H 7.532 -0.104 2.137
H 7.177 -1.876 1.961
C -1.120 -2.135 -1.933
C -0.882 -1.152 -0.807
O 0.514 -0.983 -0.540
C 1.032 0.049 0.260
O 0.441 0.675 1.129
C 2.533 0.326 0.005
F 3.032 -0.543 -0.934
F 2.746 1.600 -0.347
F 3.217 0.146 1.145
H -0.560 -1.828 -2.817
H -2.145 -2.389 -2.203
H -0.729 -3.107 -1.633
H -1.280 -1.584 0.111
H -1.409 -0.205 -0.921
C -1.637 -7.128 -3.424
C -2.176 -7.520 -2.056
O -2.632 -6.450 -1.233
C -3.006 -6.622 -0.013
O -3.285 -7.687 0.527
C -3.109 -5.280 0.811
F -2.340 -5.389 1.922
F -2.783 -4.255 0.037
F -4.375 -5.118 1.188
H -0.945 -7.886 -3.789
H -1.262 -6.107 -3.499
H -2.524 -7.142 -4.058
H -1.411 -7.998 -1.444
H -2.996 -8.219 -2.219
```

As for the HOMO energy: -0.410 hartree. Its LUMO energy is 0.2 eV. The SMILES is CCOC(=O)C(F)(F)F.CCOC(=O)C(F)(F)F.CCOC(=O)C(F)(F)F.CCOC(=O)C(F)(F)F.CCOC(=O)C(F)(F)F.CCOC(=O)C(F)(F)F.CCOC(=O)C(F)(F)F.CCOC(=O)C(F)(F)F. The HOMO-LUMO gap is 11.364 eV. Its net charge is 0.

The structure with the least stability is 2.

1 | Molecular formula: C6H12O
Method: DFT, ωB97M-V/def2-TZVPD

Structure (XYZ):
```
19
C6H12O | the OMol25 dataset | ωB97M-V/def2-TZVPD
C -0.759 -1.902 0.873
C -0.976 -0.703 -0.096
C 0.247 0.127 -0.372
C 0.191 1.504 -0.415
C 1.848 -0.278 -2.226
C 1.278 -0.603 -1.041
H -1.180 -1.735 1.825
H 0.304 -1.907 1.139
H -1.038 -2.862 0.455
H -1.731 -0.071 0.378
H -1.416 -1.027 -1.037
H 0.835 2.120 -1.041
H -0.397 2.193 0.187
H 2.581 -0.820 -2.812
H 1.805 0.726 -2.655
H 1.469 -1.620 -0.743
H -0.835 1.735 1.991
H -1.020 2.574 3.269
O -1.206 2.549 2.322
```

As for the HOMO energy (alpha / beta): -0.555 / -0.555 hartree. As for the expectation value of S²: 0.78. Its LUMO energy (alpha / beta) is -5.4 / -8.2 eV. The HOMO-LUMO gap (alpha / beta) is 9.702 / 6.861 eV. Its net charge is +1. As for the spin multiplicity: 2.

2 | Molecular formula: C6H12O
Method: DFT, ωB97M-V/def2-TZVPD

Structure (XYZ):
```
19
C6H12O | the OMol25 dataset | ωB97M-V/def2-TZVPD
C 1.715 1.043 -0.187
O 2.848 0.350 0.362
C 1.035 0.100 -1.144
C 0.419 -1.137 -0.389
C -0.705 -0.794 0.539
C -3.038 0.091 0.783
C -1.843 0.014 0.084
H 1.017 1.401 0.584
H 2.102 1.891 -0.760
H 3.238 1.041 0.880
H 0.246 0.586 -1.722
H 1.768 -0.317 -1.826
H 0.074 -1.909 -1.089
H 1.322 -1.603 0.014
H -1.192 -1.650 1.034
H -0.250 -0.219 1.377
H -3.307 -0.563 1.606
H -3.665 0.960 0.606
H -1.783 0.715 -0.750
```

As for the HOMO energy (alpha / beta): -0.509 / -0.509 hartree. As for the expectation value of S²: 0.75. Its LUMO energy (alpha / beta) is -5.2 / -9.0 eV. The HOMO-LUMO gap (alpha / beta) is 8.604 / 4.850 eV. Its net charge is +1. As for the spin multiplicity: 2.

The structure with the least stability is 1.